The following is a DFT calculation (ωB97M-V/def2-TZVPD) of a molecular structure, C5H8N2O.

Geometry as XYZ:
```
16
C5H8N2O ωB97M-V/def2-TZVPD
O -0.12 -0.01 2.09
C 0.56 1.53 0.15
H 1.20 -0.42 -2.21
N -0.07 1.70 -0.89
C -0.39 -0.13 -1.07
H -1.87 -1.34 -0.18
H -2.12 0.40 0.08
H -0.77 0.70 2.06
C -1.79 -0.34 -0.63
N 0.25 -0.68 -1.98
C 1.65 -0.85 0.83
H 1.15 2.18 0.80
H -2.42 -0.30 -1.52
H 1.96 -1.46 1.67
H 2.19 -0.96 -0.10
C 0.59 -0.03 0.91
```

The relative energy (zero: lowest compared OMol25 entry of this formula, charge and spin) comes out at 509.45 kJ/mol. The value obtained for the HOMO energy (alpha / beta) is -8.438 / -8.438 eV. The spin multiplicity is 1. The strongest force on any atom is 5.0 eV/Å. As for the HOMO-LUMO gap (alpha / beta): 8.22 / 8.22 eV. The value obtained for the LUMO energy (alpha / beta) is -0.220 / -0.220 eV.